1.
This record from the Open Molecules 2025 dataset describes a 5-piece molecular cluster, C2H14N2O4 overall in a non-equilibrium geometry. The level of theory is ωB97M-V/def2-TZVPD.

Geometry as XYZ:
```
22
C2H14N2O4 ωB97M-V/def2-TZVPD
H 1.20 -0.15 3.40
N 1.36 0.07 2.37
C 0.95 1.18 1.84
N 1.18 1.28 0.51
C 0.25 2.09 -0.27
H 0.66 2.04 2.42
H 1.58 0.43 -0.01
H 0.30 1.60 -1.33
H -0.67 2.28 0.05
H 0.68 3.13 -0.51
O -1.82 1.20 -3.05
H -1.86 1.31 -2.04
H -1.49 0.28 -3.04
O 1.80 -1.77 -0.19
H 2.64 -2.20 -0.05
H 1.58 -1.26 0.59
O -1.08 -2.55 0.66
H -0.25 -2.27 0.46
H -1.23 -2.78 1.57
O -1.88 -0.59 -1.13
H -1.53 -1.35 -0.56
H -2.77 -0.52 -0.89
```

Its HOMO-LUMO gap is 9.61 eV. As for the strongest force on any atom: 7.96 eV Å⁻¹. The total energy is -495.0117 Eh. The value obtained for the LUMO energy is 0.579 eV. The value obtained for the HOMO energy is -9.0 eV. The value obtained for the energy relative to the best compared isomer or geometry (same formula, charge and spin) is 44.03 kcal/mol. Its spin multiplicity is 1. Its SMILES is [H]/N=C/NC.O.O.O.O.

These are the Löwdin partial charges, in e, on atoms 1 to 4:
1 H 0.07
2 N 0.02
3 C -0.32
4 N -0.07

2.
This record from the Open Molecules 2025 dataset describes one molecule with the formula C5H8Cl3NO3 in a non-equilibrium geometry. The level of theory is ωB97M-V/def2-TZVPD.

Geometry as XYZ:
```
20
C5H8Cl3NO3 ωB97M-V/def2-TZVPD
C -0.52 1.56 -1.34
C 0.40 1.16 -0.18
C 0.29 -0.27 0.07
C -1.12 -0.81 -0.15
O -2.05 0.00 0.56
N 1.23 -0.91 -0.88
O 2.40 -0.56 -0.91
O 0.79 -1.64 -1.70
C 0.95 -0.80 1.74
Cl -0.22 -0.24 2.96
Cl 2.54 -0.09 1.80
Cl 0.88 -2.55 1.91
H -0.53 2.56 -1.50
H -1.47 1.20 -1.09
H -0.17 0.99 -2.22
H 1.39 1.45 -0.39
H 0.04 1.71 0.80
H -1.24 -1.90 0.16
H -1.42 -0.56 -1.16
H -2.17 -0.31 1.52
```

Its HOMO-LUMO gap is 10.42 eV. As for the strongest force on any atom: 4.39 eV Å⁻¹. The total energy is -1856.2022 Eh. The value obtained for the LUMO energy is -0.083 eV. The value obtained for the HOMO energy is -10.5 eV. The value obtained for the energy relative to the best compared isomer or geometry (same formula, charge and spin) is 82.34 kcal/mol. Its spin multiplicity is 1. Its SMILES is CC[C@@](CO)([N+](=O)[O-])C(Cl)(Cl)Cl.

These are the Löwdin partial charges, in e, on atoms 1 to 4:
1 C -0.04
2 C -0.20
3 C -0.38
4 C -0.23

3.
This record from the Open Molecules 2025 dataset describes a 2-piece molecular cluster, C16H34BClN2O3 overall in a non-equilibrium geometry. The level of theory is ωB97M-V/def2-TZVPD.

Geometry as XYZ:
```
57
C16H34BClN2O3 ωB97M-V/def2-TZVPD
N 6.28 3.10 0.07
C 5.10 2.39 -0.46
C 5.54 1.39 -1.52
C 4.49 0.35 -1.94
C 3.85 -0.44 -0.79
C 2.32 -0.27 -0.61
B 1.69 1.22 -0.64
O 0.97 1.68 0.60
C 0.15 2.71 0.14
C 0.03 2.48 -1.42
Cl -1.66 2.71 -2.03
O 0.48 1.21 -1.60
H 6.02 3.97 0.50
H 6.74 2.55 0.78
H 4.57 1.89 0.35
H 4.44 3.12 -0.92
H 6.42 0.86 -1.15
H 5.80 1.97 -2.40
H 3.75 0.81 -2.59
H 5.04 -0.36 -2.55
H 4.37 -0.22 0.15
H 4.03 -1.50 -0.98
H 2.08 -0.71 0.36
H 1.83 -0.90 -1.35
H 2.41 2.13 -1.05
H -0.86 2.67 0.55
H 0.56 3.71 0.28
H 0.64 3.20 -1.98
C -4.19 -1.25 -0.99
C -4.16 -2.01 0.36
C -4.63 -1.12 1.51
C -3.64 -0.02 1.90
C -2.25 -0.57 2.18
C -1.69 -1.43 1.03
N -2.75 -2.46 0.70
O -2.72 -3.41 1.38
C -1.35 -0.54 -0.16
C -0.39 -2.11 1.45
C -5.07 -3.22 0.21
H -4.18 -0.17 -0.87
H -3.36 -1.53 -1.64
H -5.10 -1.50 -1.53
H -4.82 -1.74 2.39
H -5.58 -0.69 1.21
H -3.59 0.74 1.11
H -4.01 0.50 2.79
H -1.54 0.23 2.35
H -2.28 -1.18 3.09
H -1.06 -1.13 -1.03
H -0.49 0.09 0.09
H -2.14 0.14 -0.46
H -0.49 -2.68 2.37
H 0.35 -1.33 1.61
H -0.03 -2.77 0.66
H -4.72 -3.89 -0.57
H -6.06 -2.87 -0.07
H -5.17 -3.78 1.14
```

Its HOMO-LUMO gap is 3.88 eV. As for the strongest force on any atom: 4.03 eV Å⁻¹. The total energy is -1450.1977 Eh. The value obtained for the LUMO energy is -3.709 eV. The value obtained for the HOMO energy is -7.6 eV. Its spin multiplicity is 1.

These are the Löwdin partial charges, in e, on atoms 1 to 4:
1 N -0.02
2 C -0.30
3 C -0.21
4 C -0.21

4.
This record from the Open Molecules 2025 dataset describes C35H36AlN10 as an isolated structure. The level of theory is ωB97M-V/def2-TZVPD.

Geometry as XYZ:
```
82
C35H36AlN10 ωB97M-V/def2-TZVPD
Al -0.18 0.28 -0.21
C 2.14 -1.72 -4.91
C 2.61 -0.43 -4.69
C 2.43 0.18 -3.46
C 1.79 -0.49 -2.42
C 1.32 -1.78 -2.64
C 1.49 -2.39 -3.88
N 1.54 0.15 -1.16
C 2.55 0.69 -0.48
C 3.95 0.56 -0.78
C 4.88 1.15 0.02
C 4.54 1.92 1.17
C 3.24 2.04 1.53
C 2.24 1.42 0.73
N 0.93 1.39 1.03
N 0.44 1.91 2.08
C -0.93 1.63 2.17
C -1.66 2.16 3.23
C -3.00 1.83 3.33
C -3.58 0.99 2.38
C -2.79 0.52 1.35
N -1.50 0.84 1.24
H 2.26 -2.19 -5.87
H 3.10 0.11 -5.49
H 2.79 1.19 -3.31
H 0.82 -2.31 -1.84
H 1.12 -3.39 -4.03
H 4.25 -0.03 -1.63
H 5.93 1.02 -0.22
H 5.32 2.37 1.77
H 2.93 2.58 2.42
H -1.16 2.79 3.94
H -3.60 2.23 4.14
H -4.62 0.71 2.43
H -3.19 -0.14 0.59
C 1.15 -1.48 2.08
N 0.23 -1.35 0.94
C -0.50 -2.34 0.55
C -1.37 -2.13 -0.56
C -2.18 -3.01 -1.26
C -2.73 -2.27 -2.32
C -2.22 -0.99 -2.22
N -1.39 -0.88 -1.15
C 1.31 -2.88 2.60
C 2.25 -3.73 2.03
C 2.38 -5.04 2.47
C 1.57 -5.51 3.50
C 0.63 -4.66 4.07
C 0.50 -3.36 3.62
H 0.79 -0.82 2.88
H 2.12 -1.09 1.76
H -0.45 -3.31 1.03
H -2.35 -4.05 -1.03
H -3.41 -2.62 -3.08
H -2.43 -0.15 -2.87
H 2.89 -3.37 1.23
H 3.12 -5.69 2.03
H 1.67 -6.53 3.85
H -0.01 -5.02 4.87
H -0.23 -2.69 4.08
C -2.21 2.40 -1.26
N -2.59 3.54 -2.08
C -1.89 4.72 -1.57
N -0.44 4.55 -1.63
C -0.07 3.40 -0.83
N -0.73 2.13 -1.30
C -0.34 1.98 -2.75
N -0.73 3.11 -3.56
C -2.17 3.30 -3.46
C -0.06 4.31 -3.02
H -2.74 1.51 -1.60
H -2.49 2.61 -0.23
H -2.19 4.90 -0.54
H -2.17 5.59 -2.17
H -0.35 3.57 0.21
H 1.01 3.25 -0.88
H -0.78 1.07 -3.14
H 0.74 1.88 -2.78
H -2.68 2.42 -3.85
H -2.46 4.16 -4.07
H -0.35 5.17 -3.62
H 1.02 4.18 -3.09
```

Its HOMO-LUMO gap (alpha / beta) is 5.98 / 5.98 eV. As for the strongest force on any atom: 0.41 eV Å⁻¹. The total energy is -2145.3050 Eh. The value obtained for the LUMO energy (alpha / beta) is -4.276 / -4.276 eV. The value obtained for the HOMO energy (alpha / beta) is -10.3 / -10.3 eV. The value obtained for the energy relative to the best compared isomer or geometry (same formula, charge and spin) is 0.00 kcal/mol. Its spin multiplicity is 1. The charge is +1.

These are the Löwdin partial charges, in e, on atoms 1 to 4:
1 Al 0.09
2 C -0.08
3 C -0.06
4 C -0.06

5.
This record from the Open Molecules 2025 dataset describes a 2-piece molecular cluster, C4H8N4 overall in a non-equilibrium geometry. The level of theory is ωB97M-V/def2-TZVPD.

Geometry as XYZ:
```
16
C4H8N4 ωB97M-V/def2-TZVPD
H 0.80 -2.39 1.71
N 0.67 -1.40 1.53
C 0.88 -1.08 0.31
N 1.25 -1.95 -0.70
N 1.69 0.22 0.08
C 1.26 1.31 0.47
H 0.70 -2.80 -0.74
H 1.36 -1.51 -1.61
H 0.05 1.36 0.65
H 1.72 2.28 0.35
C -1.99 1.89 -0.48
C -1.33 0.82 -0.11
N -1.09 -0.41 -0.32
H -1.65 2.88 -0.19
H -2.75 1.85 -1.25
H -1.58 -1.07 0.28
```

Its HOMO-LUMO gap is 9.15 eV. As for the strongest force on any atom: 4.02 eV Å⁻¹. The total energy is -376.0774 Eh. The value obtained for the LUMO energy is 0.061 eV. The value obtained for the HOMO energy is -9.1 eV. The value obtained for the energy relative to the best compared isomer or geometry (same formula, charge and spin) is 107.35 kcal/mol. Its spin multiplicity is 1. Its SMILES is [H]/N=C(\N)N=C.C=C=N.

These are the Löwdin partial charges, in e, on atoms 1 to 4:
1 H 0.04
2 N 0.10
3 C -0.61
4 N 0.09

6.
This record from the Open Molecules 2025 dataset describes C5H7N as an isolated structure in a non-equilibrium geometry. The level of theory is ωB97M-V/def2-TZVPD.

Geometry as XYZ:
```
13
C5H7N ωB97M-V/def2-TZVPD
C -1.19 0.72 -0.06
C -1.11 -0.77 0.22
C 0.17 0.91 -0.73
N 0.87 -0.29 -0.75
C 1.65 0.12 0.34
C 0.05 -1.27 -0.18
H -1.26 1.36 0.85
H -2.07 1.01 -0.66
H -1.88 -1.36 0.69
H 0.45 1.77 -1.33
H 1.18 0.42 1.26
H 2.63 -0.38 0.45
H 0.51 -2.24 -0.12
```

Its HOMO-LUMO gap (alpha / beta) is 8.22 / 7.98 eV. As for the strongest force on any atom: 1.43 eV Å⁻¹. The total energy is -249.3042 Eh. The value obtained for the LUMO energy (alpha / beta) is 0.709 / 0.631 eV. The value obtained for the HOMO energy (alpha / beta) is -7.5 / -7.4 eV. The value obtained for the energy relative to the best compared isomer or geometry (same formula, charge and spin) is 106.05 kcal/mol. Its spin multiplicity is 1.

These are the Löwdin partial charges, in e, on atoms 1 to 4:
1 C -0.15
2 C -0.09
3 C -0.07
4 N -0.20

strongest force on any atom of number 2 (C5H8Cl3NO3)?
4.39 eV Å⁻¹